Density functional theory data (ωB97M-V/def2-TZVPD) for a cluster of 2 separate species, C10H16N2O in total in a non-equilibrium geometry.

The geometry in XYZ format:
```
29
Properties=species:S:1:pos:R:3:forces:R:3
C 4.843411 -1.736029 1.495033 -1.3 -0.2 0.5
C 3.477222 -1.800053 1.839694 0.9 0.5 -0.9
C 2.383176 -0.782747 1.358737 1.2 0.1 2.1
O 1.148966 -1.481867 1.458325 0.4 1.3 0.1
C 0.034279 -0.608546 1.285448 -1.5 -1.1 0.4
C -1.147843 -1.244103 2.124482 0.9 -0.6 -0.1
N -2.397018 -1.349114 1.327027 0.4 -0.1 0.3
H 5.210830 -2.509983 0.781361 0.5 -0.4 2.1
H 5.524545 -0.993961 1.963927 -0.6 0.6 -2.0
H 3.137379 -2.657074 2.465438 -0.5 -0.3 -2.1
H 2.408466 0.123729 2.022899 -0.4 -0.4 -0.5
H 2.580956 -0.431364 0.324083 0.0 -0.5 0.5
H 0.231117 0.431322 1.630463 0.1 -0.7 -0.4
H -0.304337 -0.653305 0.222574 0.4 0.5 0.5
H -0.829727 -2.285695 2.392382 0.2 0.9 -0.1
H -1.261814 -0.691458 3.080318 -0.4 -0.2 -0.7
H -2.127478 -1.870169 0.487403 -0.2 0.2 0.1
H -2.993776 -2.011136 1.827195 -0.1 0.4 -0.1
N -1.488509 3.060882 -3.756645 -0.1 -0.3 0.3
C -0.528920 2.326392 -3.183358 -0.1 0.3 -0.3
C -0.754805 1.438950 -2.143548 -0.1 0.0 0.0
C -2.048348 1.305046 -1.664664 0.0 -0.2 0.2
C -3.060319 2.055690 -2.241096 0.1 0.0 0.0
C -2.729329 2.912492 -3.278733 0.3 0.1 -0.2
H 0.466561 2.467818 -3.589858 0.0 0.0 0.0
H 0.060226 0.866940 -1.719469 0.0 0.0 0.0
H -2.266264 0.621087 -0.851314 0.0 0.0 0.0
H -4.082037 1.977826 -1.893979 0.0 0.0 0.0
H -3.486613 3.518430 -3.764125 0.0 0.0 0.0
```
Positions in Å, forces in eV/Å.

Values from the calculation:
* Kohn-Sham gap: 7.658 eV
* E_HOMO: -7.78 eV
* relative energy (zero: lowest compared OMol25 entry of this formula, charge and spin): 106.8 kcal/mol
* LUMO energy: -0.1 eV
* electronic energy: -15652.36526 eV